Record 1
165
Properties=species:S:1:pos:R:3:lowdin_charge:R:1 method="wB97M-V/def2-TZVPD" gap_ev=6.73 relative_energy_kcal_mol=27.6 total_charge=+1 e_tot_ev=-126705.7994 homo_ha=-0.38956
C -3.952 -6.138 1.730 -0.101
C -4.767 -6.332 0.420 -0.235
C -4.379 -5.146 -0.527 -0.217
C -2.961 -5.409 -1.134 -0.169
C -2.839 -4.647 -2.508 -0.168
C -1.694 -3.613 -2.517 -0.122
C -1.771 -2.627 -1.347 -0.128
C -0.660 -2.471 -0.549 -0.013
N -0.607 -1.625 0.477 0.025
Si 0.980 -1.535 1.416 0.621
C 2.223 -2.834 0.826 -0.171
C 0.696 -1.908 3.251 -0.150
C 1.843 0.121 1.160 -0.148
C -1.670 -0.852 0.804 -0.170
C -1.631 0.143 1.938 -0.084
C -1.089 1.556 1.496 -0.324
O -2.131 2.308 0.853 -0.071
C -0.631 2.346 2.744 -0.189
N -1.651 2.400 3.812 0.024
C -2.840 -0.961 0.036 -0.134
P -4.380 0.052 0.336 0.798
N -5.413 -0.906 1.034 -0.283
C -2.909 -1.862 -1.061 -0.028
C -4.185 -1.962 -1.899 -0.497
O -5.208 -2.378 -1.420 0.124
O -4.186 -1.626 -3.222 0.113
H -4.189 -6.884 2.503 0.035
H -2.882 -6.216 1.480 0.069
H -4.161 -5.135 2.133 0.068
H -5.846 -6.253 0.613 0.102
H -4.507 -7.283 -0.066 0.103
H -4.346 -4.222 0.062 0.094
H -5.134 -5.118 -1.327 0.109
H -2.176 -5.056 -0.447 0.099
H -2.855 -6.485 -1.320 0.111
H -3.812 -4.249 -2.817 0.097
H -2.580 -5.407 -3.265 0.117
H -0.700 -4.084 -2.547 0.124
H -1.734 -2.986 -3.429 0.123
H 0.199 -3.077 -0.838 0.129
H 2.966 -3.036 1.608 0.050
H 1.665 -3.787 0.704 0.036
H 2.664 -2.617 -0.156 0.039
H 1.378 -2.673 3.637 0.045
H -0.356 -2.229 3.368 0.030
H 0.778 -0.978 3.835 0.042
H 1.834 0.750 2.059 0.036
H 1.435 0.634 0.272 0.000
H 2.899 -0.075 0.914 0.055
H -2.648 0.335 2.298 0.090
H -1.072 -0.183 2.825 0.095
H -0.288 1.492 0.755 0.119
H -2.639 2.782 1.522 0.080
H -0.359 3.379 2.485 0.127
H 0.227 1.788 3.154 0.108
H -1.336 1.989 4.679 0.088
H -2.548 2.038 3.519 0.065
H -4.893 0.535 -0.893 0.034
H -4.141 1.114 1.220 0.008
H -6.251 -1.017 0.472 -0.028
H -3.377 -1.154 -3.476 0.124
C 2.295 2.452 -2.095 -0.654
O 2.117 1.370 -1.530 -0.026
N 3.437 2.767 -2.728 0.181
N 1.331 3.427 -2.117 0.152
H 3.584 3.647 -3.185 0.101
H 4.181 2.090 -2.739 0.054
H 0.464 3.231 -1.654 0.087
H 1.457 4.313 -2.569 0.095
C 5.450 -0.561 -3.052 -0.649
O 5.468 0.632 -3.343 -0.011
N 6.249 -1.093 -2.100 0.180
N 4.619 -1.448 -3.672 0.161
H 6.251 -2.067 -1.855 0.068
H 6.874 -0.468 -1.625 0.116
H 4.011 -1.090 -4.384 0.102
H 4.594 -2.424 -3.448 0.092
C 6.466 4.230 -1.952 -0.677
O 5.548 3.827 -1.257 0.013
N 6.892 3.526 -3.048 0.149
N 7.138 5.389 -1.712 0.167
H 7.641 3.831 -3.641 0.100
H 6.420 2.659 -3.249 0.050
H 6.852 5.930 -0.918 0.104
H 7.894 5.720 -2.286 0.070
C 8.238 -4.721 -1.621 -0.674
O 7.988 -3.551 -1.878 0.007
N 7.805 -5.753 -2.402 0.152
N 8.970 -5.092 -0.534 0.155
H 8.004 -6.715 -2.205 0.096
H 7.265 -5.521 -3.214 0.102
H 9.308 -4.361 0.064 0.107
H 9.184 -6.045 -0.312 0.097
C -2.131 -2.127 5.911 -0.692
O -2.042 -0.948 5.594 -0.004
N -1.399 -2.676 6.922 0.158
N -2.968 -2.999 5.278 0.159
H -1.463 -3.641 7.187 0.096
H -0.769 -2.071 7.416 0.105
H -3.529 -2.638 4.527 0.100
H -3.048 -3.968 5.527 0.098
C -2.852 6.191 5.505 -0.694
O -1.859 6.232 6.209 0.021
N -3.060 5.190 4.589 0.135
N -3.840 7.128 5.561 0.156
H -3.871 5.140 4.003 0.080
H -2.353 4.475 4.516 0.052
H -3.727 7.878 6.217 0.107
H -4.659 7.104 4.984 0.085
C 4.691 3.793 -6.754 -0.687
O 4.480 4.949 -7.071 0.031
N 4.190 2.732 -7.458 0.145
N 5.445 3.452 -5.664 0.149
H 4.357 1.776 -7.207 0.086
H 3.632 2.939 -8.265 0.101
H 5.831 4.200 -5.120 0.080
H 5.624 2.502 -5.393 0.073
C -4.783 1.196 -6.673 -0.668
O -4.451 1.783 -7.689 0.029
N -4.519 1.674 -5.417 0.156
N -5.449 0.009 -6.694 0.161
H -4.792 1.197 -4.580 0.082
H -4.031 2.547 -5.349 0.088
H -5.666 -0.382 -7.592 0.111
H -5.727 -0.481 -5.864 0.092
C 10.216 8.075 -2.672 -0.682
O 9.331 7.509 -3.294 0.010
N 11.350 7.437 -2.258 0.150
N 10.147 9.396 -2.339 0.152
H 12.083 7.890 -1.748 0.094
H 11.438 6.464 -2.485 0.102
H 9.329 9.900 -2.627 0.106
H 10.865 9.875 -1.830 0.095
C -4.995 -8.656 4.691 -0.675
O -4.133 -8.572 3.832 0.013
N -6.313 -8.854 4.389 0.151
N -4.721 -8.559 6.026 0.157
H -7.033 -8.925 5.083 0.092
H -6.556 -8.931 3.419 0.103
H -3.760 -8.411 6.290 0.078
H -5.422 -8.628 6.739 0.093
C -3.928 10.037 2.817 -0.685
O -4.705 9.694 3.691 0.015
N -3.813 11.334 2.405 0.149
N -3.104 9.155 2.174 0.149
H -3.178 11.631 1.689 0.092
H -4.400 12.012 2.853 0.105
H -3.156 8.193 2.452 0.091
H -2.460 9.425 1.456 0.091
C -1.558 -8.602 8.469 -0.690
O -1.376 -8.052 7.394 0.012
N -1.175 -8.050 9.659 0.150
N -2.162 -9.819 8.580 0.151
H -1.321 -8.494 10.545 0.095
H -0.726 -7.154 9.627 0.101
H -2.459 -10.264 7.730 0.102
H -2.318 -10.281 9.455 0.096
C -3.044 5.662 -7.478 -0.690
O -2.940 6.841 -7.762 0.026
N -2.340 5.092 -6.444 0.139
N -3.856 4.802 -8.150 0.160
H -2.409 4.123 -6.201 0.069
H -1.727 5.689 -5.921 0.097
H -4.384 5.175 -8.916 0.106
H -3.947 3.827 -7.915 0.046


Record 2
143
Properties=species:S:1:pos:R:3:lowdin_charge:R:1 method="wB97M-V/def2-TZVPD" gap_ev=9.12 relative_energy_kcal_mol=169.6 smiles="COC[C@H](C)N.COC[C@H](C)N.COC[C@H](C)N.COC[C@H](C)N.COC[C@H](C)N.COC[C@H](C)N.COC[C@H](C)N.NC(N)=O.NC(N)=O.NC(N)=O" total_charge=0 e_tot_ev=-73429.5116 homo_ha=-0.32206
C -1.354 -1.562 1.249 -0.067
C -2.248 -1.365 2.459 -0.393
C -2.090 0.093 2.955 -0.141
O -3.006 0.325 4.086 -0.193
C -2.718 -0.410 5.261 -0.134
N -3.678 -1.711 2.073 0.073
H -1.648 -0.965 0.385 0.044
H -1.351 -2.619 0.986 0.092
H -0.445 -1.205 1.735 0.056
H -1.843 -2.084 3.171 0.132
H -2.274 0.872 2.216 0.128
H -1.051 0.229 3.257 0.083
H -1.656 -0.470 5.500 0.083
H -3.157 -1.400 5.383 0.081
H -3.110 0.166 6.099 0.081
H -4.179 -1.627 2.945 0.052
H -4.071 -1.004 1.468 0.025
C 1.339 3.733 6.963 -0.070
C 1.462 3.956 5.449 -0.411
C 0.999 2.797 4.410 -0.165
O 2.041 1.868 4.269 -0.191
C 1.685 0.806 3.401 -0.100
N 0.675 5.085 5.166 0.001
H 1.919 2.869 7.289 0.073
H 0.310 3.532 7.261 0.077
H 1.751 4.565 7.534 0.075
H 2.480 4.312 5.286 0.132
H 0.763 3.247 3.445 0.097
H 0.075 2.340 4.765 0.120
H 2.633 0.348 3.120 0.092
H 1.212 1.260 2.530 0.072
H 1.078 0.040 3.884 0.081
H 1.032 5.896 5.650 0.076
H -0.133 5.040 5.771 0.069
C -8.311 -2.193 0.763 -0.051
C -7.264 -1.072 1.074 -0.437
C -6.155 -1.006 0.049 -0.170
O -5.193 0.111 0.262 -0.208
C -4.395 0.379 -0.870 -0.116
N -8.015 0.155 1.130 0.024
H -9.230 -2.134 1.345 0.070
H -7.820 -3.042 1.240 0.072
H -8.528 -2.251 -0.303 0.080
H -6.725 -1.232 2.007 0.129
H -6.586 -0.940 -0.951 0.121
H -5.666 -1.978 0.110 0.120
H -4.984 0.769 -1.699 0.087
H -3.810 -0.504 -1.128 0.080
H -3.733 1.242 -0.797 0.066
H -8.229 0.557 0.229 0.072
H -8.942 0.025 1.510 0.060
C 0.281 -5.625 -6.644 -0.080
C -0.990 -4.976 -6.081 -0.421
C -0.679 -3.958 -4.934 -0.184
O -1.840 -3.538 -4.159 -0.204
C -1.513 -2.506 -3.133 -0.065
N -1.712 -4.319 -7.142 0.027
H 0.167 -6.445 -7.353 0.076
H 0.719 -6.115 -5.774 0.075
H 1.017 -4.927 -7.044 0.068
H -1.613 -5.822 -5.792 0.134
H -0.176 -3.043 -5.248 0.094
H 0.004 -4.382 -4.197 0.108
H -1.271 -1.537 -3.569 0.073
H -0.599 -2.882 -2.673 0.079
H -2.303 -2.273 -2.419 0.066
H -1.452 -4.896 -7.929 0.059
H -1.340 -3.392 -7.290 0.069
C 3.676 -6.751 2.684 -0.050
C 2.288 -6.318 3.129 -0.471
C 1.635 -5.096 2.422 -0.182
O 2.556 -4.012 2.542 -0.199
C 2.414 -2.852 1.767 -0.105
N 1.337 -7.367 3.181 0.018
H 3.758 -7.173 1.682 0.080
H 3.940 -7.506 3.425 0.067
H 4.526 -6.113 2.923 0.074
H 2.294 -6.045 4.184 0.129
H 0.653 -4.966 2.876 0.110
H 1.409 -5.346 1.386 0.124
H 1.574 -2.300 2.188 0.064
H 2.230 -3.151 0.735 0.087
H 3.349 -2.296 1.834 0.091
H 1.372 -7.617 4.159 0.073
H 0.415 -6.957 3.227 0.061
C -1.541 5.418 2.093 -0.083
C -0.908 4.723 0.945 -0.429
C -1.888 4.132 -0.046 -0.172
O -1.309 3.214 -1.007 -0.247
C -1.877 3.233 -2.338 -0.068
N 0.015 5.706 0.262 0.059
H -2.047 6.268 1.635 0.079
H -0.893 5.675 2.931 0.065
H -2.415 4.970 2.566 0.082
H -0.327 3.953 1.453 0.118
H -2.229 5.048 -0.529 0.117
H -2.815 3.755 0.385 0.127
H -1.827 4.231 -2.774 0.086
H -2.940 3.030 -2.205 0.077
H -1.368 2.510 -2.975 0.094
H -0.550 6.317 -0.310 0.059
H 0.476 5.229 -0.499 0.033
C 2.444 -2.839 -4.801 -0.049
C 3.625 -1.852 -5.177 -0.393
C 4.474 -1.126 -4.076 -0.186
O 3.688 -0.320 -3.178 -0.204
C 4.444 0.023 -2.002 -0.088
N 4.602 -2.631 -5.959 0.016
H 2.512 -3.457 -3.906 0.083
H 2.032 -3.341 -5.676 0.050
H 1.726 -2.069 -4.516 0.060
H 3.114 -1.056 -5.718 0.123
H 5.174 -0.375 -4.443 0.126
H 4.868 -1.981 -3.527 0.120
H 4.966 0.957 -2.208 0.075
H 5.215 -0.734 -1.857 0.075
H 3.847 0.085 -1.092 0.072
H 5.428 -2.093 -6.181 0.058
H 4.228 -2.619 -6.897 0.063
C 4.719 3.922 0.429 -0.716
O 4.624 3.336 -0.659 -0.009
N 5.684 3.701 1.363 0.156
N 3.696 4.572 0.906 0.174
H 5.567 4.247 2.205 0.094
H 6.541 3.198 1.181 0.110
H 3.716 5.123 1.753 0.116
H 3.047 4.686 0.140 0.103
C 2.352 5.319 -3.036 -0.767
O 1.623 4.336 -2.854 0.015
N 3.656 5.375 -2.920 0.164
N 1.965 6.518 -3.313 0.153
H 4.048 4.450 -2.820 0.106
H 4.199 6.223 -3.002 0.116
H 1.029 6.655 -3.668 0.121
H 2.628 7.266 -3.456 0.111
C 0.865 0.546 -0.392 -0.735
O 1.353 -0.444 0.257 -0.036
N 1.336 1.704 -0.511 0.209
N -0.252 0.537 -1.059 0.187
H 2.213 1.762 -0.014 0.118
H 0.876 2.470 -0.982 0.098
H -0.558 1.429 -1.422 0.065
H -0.843 -0.255 -0.852 0.073